Density functional theory data (ωB97M-V/def2-TZVPD) for the ion C4H9N4O with charge +1 at a distorted geometry.

Structure (XYZ):
```
18
Properties=species:S:1:pos:R:3:forces:R:3:lowdin_charge:R:1
N -1.762 0.159 0.566 1.3 1.1 0.0 0.01
H 1.941 -2.357 -1.946 0.8 0.1 -0.5 0.10
H 0.908 0.488 0.630 -1.0 1.4 0.2 0.15
N 1.171 -2.518 -1.356 -1.5 -1.0 1.6 0.13
C -1.121 1.286 0.459 1.2 0.6 0.5 -0.14
H -0.313 3.717 0.751 -0.2 0.1 -0.1 0.10
H -2.689 -1.557 0.585 2.8 -0.5 -0.2 0.15
N 0.369 1.395 0.593 -0.3 -2.2 -0.3 0.06
C 0.512 -1.537 -0.686 0.0 0.9 -2.1 -0.17
C -1.602 -1.125 0.527 -4.0 -0.1 -0.2 -0.21
H -1.609 2.282 0.576 0.3 -1.2 -0.1 0.11
N -0.597 -1.883 -0.100 0.1 -0.4 0.2 0.07
C 1.125 2.428 0.637 0.8 2.6 -0.7 -0.14
H 0.856 -3.499 -1.137 1.0 1.5 -0.7 0.15
O 0.630 3.703 0.551 1.3 -2.2 0.4 0.10
H -0.773 -2.882 -0.290 -0.6 0.7 0.9 0.17
H 0.687 -0.450 -0.965 0.0 -1.6 0.6 0.16
H 2.267 2.351 0.606 -2.0 0.2 0.3 0.19
```
Forces are in eV/Å.

Computed properties:
- 2S+1 = 1
- gap between HOMO and LUMO (alpha / beta) (eV) = 6.5 / 6.5
- total charge = +1
- relative energy (zero: lowest compared OMol25 entry of this formula, charge and spin) (kcal per mole) = 90.5
- strongest force on any atom (hartree/bohr) = 0.0782